[1]
Below is a molecular structure, C22H32Cl4F2NO22S2Y, with properties calculated with ωB97M-V/def2-TZVPD.

```
86
Properties=species:S:1:pos:R:3
Y 0.973 0.755 2.984
Cl -7.732 -4.485 0.235
Cl -6.935 2.521 -1.180
Cl -6.781 -3.273 3.423
Cl -6.556 6.308 -3.377
S -1.498 -0.229 -0.938
S -0.423 -2.201 -0.607
F -1.649 1.246 -0.434
F 0.544 -2.682 0.618
O 2.890 -7.043 0.658
O 5.137 1.846 -1.751
O 3.590 -2.238 -7.213
O -1.091 0.010 -2.353
O 0.558 -2.367 -1.674
O -3.228 1.469 3.908
O 3.633 -7.896 -1.319
O 0.382 4.888 1.668
O -4.506 1.630 5.874
O -0.718 6.878 1.460
O 3.860 1.934 0.116
O -2.851 -0.713 -0.670
O 4.386 -1.823 2.991
O -5.419 2.052 3.955
O 4.626 -0.741 -8.506
O -1.496 -3.159 -0.413
O 5.030 3.724 -0.661
O 1.929 -8.713 -0.187
O 5.574 -3.768 2.882
O 1.450 6.735 1.182
O 2.752 -0.166 -7.268
O 6.538 -2.002 2.179
N -0.422 -0.567 0.134
C -6.641 5.062 -1.994
C 1.292 -8.634 1.055
C 7.480 -3.003 1.999
C -5.923 1.528 6.079
C 6.691 -4.213 2.091
C 3.747 -1.017 -7.693
C 2.582 -2.277 -6.220
C -7.354 -2.385 1.993
C 1.060 7.976 0.680
C 2.892 -7.840 -0.362
C 0.362 6.080 1.452
C -6.427 2.353 4.915
C 2.092 -0.815 -6.217
C -6.895 -2.985 0.650
C 5.431 -2.491 2.709
C 2.135 -7.559 1.742
C 6.015 2.715 -2.402
C -6.362 3.634 -2.450
C -0.396 8.146 1.029
C 4.636 2.415 -0.681
C -4.329 1.637 4.504
C 5.710 4.073 -1.858
H 2.679 -8.078 2.531
H 2.433 -0.453 -5.247
H -6.937 3.419 -3.351
H 5.184 4.697 -2.580
H 1.417 -9.573 1.594
H -6.484 3.422 5.123
H -8.444 -2.405 1.999
H 8.019 -2.793 1.076
H -5.839 -3.255 0.635
H 7.021 2.423 -2.100
H 1.595 8.764 1.210
H 3.018 -2.495 -5.245
H 1.463 -6.861 2.240
H -5.847 5.414 -1.335
H 6.590 4.666 -1.608
H 6.027 2.700 -3.491
H -7.025 -2.263 -0.156
H -6.274 0.496 6.073
H -6.199 1.775 7.104
H -0.591 8.888 1.803
H -7.097 -1.326 2.006
H -7.373 1.916 4.598
H -5.325 3.428 -2.714
H -7.602 5.242 -1.513
H 1.802 -2.991 -6.485
H 6.356 -4.611 1.133
H 8.287 -2.910 2.725
H -0.943 8.370 0.113
H 0.254 -8.302 1.097
H 1.245 8.128 -0.384
H 7.239 -5.017 2.584
H 1.005 -0.747 -6.171
```

Properties
Total energy (hartree): -5441.7203
HOMO (eV): -13.40
Net charge: +2

[2]
Below is 3 unconnected molecules or ions with the total composition C22H32ClFN5O6PS, with properties calculated with ωB97M-V/def2-TZVPD.

```
69
Properties=species:S:1:pos:R:3
Cl 3.272 -4.098 -0.024
S 0.807 -0.768 2.787
P 2.947 -2.204 -0.862
F 4.498 -0.910 1.232
O -0.431 -0.499 1.833
O 1.220 0.405 3.503
O 0.383 -1.792 3.689
O 1.967 -2.495 -2.164
O -6.223 -4.000 -1.578
O -2.971 -0.727 -0.222
N -4.923 -4.793 -3.258
N -2.107 3.121 -0.669
N -7.146 -4.317 -3.624
N -5.069 0.127 -0.245
N -4.736 -2.142 -0.409
C -1.837 3.958 0.340
C 3.560 -1.195 4.808
C -6.105 -4.347 -2.743
C 1.207 -0.098 -0.081
C -4.183 -0.910 -0.288
C 2.501 2.137 -3.556
C 2.298 4.088 -2.271
C 2.408 3.511 -3.502
C -1.039 3.685 1.402
C -1.561 1.932 -0.553
C 4.147 -1.609 3.448
C 2.440 1.404 -2.411
C 2.138 4.146 0.184
C 2.211 1.071 0.070
C 1.770 -1.477 0.374
C 2.241 3.350 -1.106
C 3.535 -0.867 2.237
C -0.469 2.416 1.485
C -0.197 0.062 0.519
C 2.286 1.966 -1.157
C 2.199 -1.521 1.857
C -0.734 1.506 0.498
H 2.425 4.116 -4.400
H 2.519 0.319 -2.481
H 3.344 -0.131 4.895
H 2.595 1.625 -4.509
H -4.111 -2.923 -0.443
H 1.176 4.650 0.272
H -5.721 -2.314 -0.468
H 3.212 0.620 0.127
H -0.841 4.387 2.202
H -2.300 4.944 0.298
H 5.201 -1.307 3.448
H 0.878 -2.136 0.332
H 1.076 -2.175 -1.948
H -4.805 -5.082 -4.209
H -6.063 0.010 -0.297
H 3.460 0.173 2.565
H -1.770 1.212 -1.343
H 2.097 1.652 0.983
H -8.031 -3.995 -3.277
H 2.695 -1.813 5.056
H 2.233 -2.570 2.149
H 2.249 5.171 -2.191
H -7.072 -4.597 -4.583
H -0.867 -0.480 -0.163
H 2.890 4.944 0.123
H 0.164 2.154 2.328
H 4.141 -2.693 3.302
H -4.136 -4.829 -2.637
H 1.051 -0.220 -1.159
H 4.305 -1.441 5.575
H 2.389 3.561 1.065
H -4.690 1.053 -0.157
```

Properties
Total energy (hartree): -2882.4411
HOMO (eV): -8.88
Structure (SMILES): CC[C@@H](F)[C@@H]1[C@H](P(O)Cl)[C@H](Cc2ccccc2C)[C@H](c2cccnc2)OS1(=O)=O.NC(N)=O.NC(N)=O

[3]
Below is a molecular structure, C22H32ClGeMoNO4S2SbSe, with properties calculated with ωB97M-V/def2-TZVPD.

```
66
Properties=species:S:1:pos:R:3
Sb -0.231 -0.539 -2.554
Mo 0.135 -0.075 0.079
Se 2.629 0.032 -0.055
Ge 5.249 1.460 -1.230
Cl 0.847 -3.221 -0.195
S -3.155 -0.087 3.067
S -0.104 0.339 2.664
O -0.504 -3.310 -0.693
O 1.294 -4.483 0.315
O 0.872 -2.220 0.909
O 1.742 -2.776 -1.236
N -1.807 -0.531 0.918
C -0.021 -2.263 -3.810
C -3.096 -0.949 0.641
C 1.214 0.613 -3.657
C -5.334 -1.116 1.582
C -1.022 5.521 1.512
C 5.105 0.560 -2.955
C -5.765 -1.687 0.395
C 0.248 4.958 1.579
C -0.245 1.687 -0.178
C -2.013 4.858 0.804
C -1.751 3.639 0.193
C -1.660 -0.105 2.152
C 3.425 1.745 -0.564
C 0.509 3.741 0.973
C 6.299 0.343 -0.017
C -0.494 3.034 0.294
C -3.534 -1.540 -0.538
C -4.864 -1.908 -0.650
C -3.996 -0.761 1.695
C 3.207 0.113 1.809
C 6.166 3.184 -1.429
C -1.925 0.276 -3.601
H 3.371 2.421 0.288
H 2.880 -0.821 2.260
H 4.288 0.212 1.870
H 0.970 -2.679 -3.645
H 2.795 2.140 -1.361
H -2.323 1.126 -3.045
H 2.197 0.153 -3.540
H -2.710 -0.475 -3.709
H -2.822 -1.741 -1.327
H 6.086 0.293 -3.351
H 4.595 1.193 -3.683
H -5.213 -2.379 -1.560
H 4.522 -0.354 -2.825
H -1.610 0.606 -4.592
H -6.803 -1.973 0.285
H -0.146 -1.966 -4.851
H 0.960 0.661 -4.718
H 7.169 3.030 -1.831
H 1.040 5.474 2.109
H -0.763 -3.013 -3.536
H 1.235 1.621 -3.240
H 2.706 0.947 2.297
H 5.764 -0.587 0.178
H 5.620 3.844 -2.105
H 6.484 0.849 0.932
H 6.256 3.680 -0.461
H 7.261 0.100 -0.471
H -2.531 3.111 -0.342
H -6.021 -0.953 2.403
H 1.489 3.285 1.039
H -3.002 5.294 0.729
H -1.236 6.457 2.012
```

Properties
Total energy (hartree): -7256.3801
HOMO (eV): -3.69
Net charge: -1

| no. | orbital gap (eV) |
| --- | --- |
| 1 | 1.3 |
| 2 | 9.1 |
| 3 | 6.1 |